130
Properties=species:S:1:pos:R:3:forces:R:3:mulliken_spin:R:1 method="wB97M-V/def2-TZVPD" lumo_energy_ev="-5.62 / -5.13" total_charge=+2 largest_force_ev_per_a=2.6 s_squared=0.829 orbital_gap_ev="6.24 / 6.74" e_tot_ev=-147719.6728 relative_energy_kj_mol=0.0 spin_multiplicity=2
Cr -0.108700 -0.328800 0.365400 -1.7534 -1.8902 0.1709 1.207
C 1.575000 0.151700 -3.128600 -0.3662 -0.1920 0.6101 -0.009
Si 1.308800 0.705100 -1.301800 1.1264 1.0027 -0.7823 -0.046
C 0.817400 2.562600 -1.272800 -0.1708 -0.5506 0.0733 -0.026
C 1.522200 3.490000 -2.027100 0.0693 -0.0543 -0.0172 -0.001
C 1.159600 4.825300 -2.063000 -0.1018 0.1019 0.0160 -0.001
C 0.043400 5.252700 -1.363100 0.0389 0.0253 -0.0742 0.000
C -0.679300 4.351300 -0.601700 -0.0132 -0.1120 0.1212 -0.002
C -0.295900 3.008200 -0.543200 0.1058 -0.0344 0.1144 0.029
P -0.990200 1.884400 0.723400 -0.7451 0.5473 -0.8281 -0.040
C -1.807500 3.118700 1.812800 0.4030 -0.3055 0.4064 -0.014
C -1.045300 3.834500 2.729400 -0.0378 -0.1001 -0.1210 -0.005
C -1.633900 4.823800 3.497800 0.0316 0.0724 0.0329 0.000
C -2.978200 5.120800 3.340800 0.0121 0.0088 -0.0020 -0.001
C -3.735400 4.426500 2.411600 -0.0256 0.1083 0.0073 0.000
C -3.158600 3.425600 1.653000 0.0974 -0.1711 -0.0496 -0.001
C -2.522300 0.946200 0.316200 0.4997 -0.2312 0.3639 0.002
C -3.448400 1.089900 -0.709900 -0.1659 -0.1029 -0.1268 0.012
C -4.592900 0.307800 -0.726000 0.1745 0.3012 -0.1462 -0.001
C -4.821700 -0.629200 0.269100 0.1289 -0.0894 0.2559 0.000
C -3.929700 -0.747500 1.324300 -0.2203 -0.1687 -0.1172 0.002
C -2.801800 0.049500 1.357300 0.2085 0.3305 -0.0131 -0.043
C 3.108200 0.452400 -0.670800 -0.6656 -0.1245 0.2180 -0.032
C 4.221100 0.675500 -1.472000 0.0879 0.1183 -0.0688 0.001
C 5.478200 0.231600 -1.096800 0.0415 0.0285 -0.0440 0.000
C 5.643900 -0.478300 0.081000 -0.0247 0.0446 0.0634 0.000
C 4.559600 -0.680400 0.916200 0.0032 -0.0257 0.0832 -0.001
C 3.308100 -0.196700 0.552000 -0.0928 -0.1403 -0.2224 0.022
P 1.869900 -0.292400 1.655100 1.4547 0.5959 0.2327 -0.081
C 1.996000 1.267000 2.591000 -0.2843 -0.0151 0.0757 -0.026
C 1.268100 1.352700 3.779200 0.0487 0.0030 -0.1253 0.014
C 1.375400 2.474700 4.578600 0.0344 -0.0203 0.0838 0.001
C 2.189200 3.528800 4.182400 0.0404 -0.0223 -0.0165 -0.002
C 2.874200 3.466100 2.979200 -0.0370 0.1124 0.1014 0.003
C 2.780600 2.338600 2.179500 -0.0561 -0.2459 -0.0502 -0.012
C 2.393400 -1.520800 2.901600 -0.4612 -0.1134 -0.1406 0.000
C 3.166600 -1.151400 4.001100 -0.0999 0.1151 -0.1724 -0.002
C 3.594800 -2.112100 4.899000 0.0595 -0.0691 0.0409 0.000
C 3.268900 -3.445500 4.706500 -0.0346 0.0279 0.0044 -0.001
C 2.516100 -3.821400 3.605900 0.0291 -0.0798 -0.0394 0.000
C 2.085900 -2.864400 2.705700 -0.0245 0.1255 -0.0900 -0.001
H 2.005500 0.971800 -3.694200 0.0887 0.3248 -0.0057 0.000
H 0.655300 -0.124600 -3.628700 -0.0322 0.0801 -0.0943 -0.001
H 2.257100 -0.690300 -3.196000 0.2290 -0.0538 0.1564 0.001
H 2.391900 3.168800 -2.574800 0.2104 -0.0394 -0.1939 -0.001
H 1.745300 5.536800 -2.624200 0.0765 0.0424 -0.0941 0.000
H -0.250400 6.292200 -1.394600 0.0007 0.0752 0.0293 0.000
H -1.532100 4.700900 -0.035800 0.0059 0.0392 0.0705 0.000
H 0.007300 3.618200 2.829000 0.0507 0.0478 0.0185 0.000
H -1.043800 5.370500 4.216800 0.0911 0.0591 0.0740 0.000
H -3.436900 5.896100 3.933400 -0.0302 0.0904 0.0933 0.000
H -4.778700 4.666100 2.272500 -0.0968 0.0126 0.0110 0.000
H -3.763700 2.894800 0.932400 -0.0440 0.0019 0.0689 -0.001
H -3.301900 1.823900 -1.483300 -0.0403 -0.0816 -0.0144 -0.001
H -5.315800 0.455400 -1.514200 -0.0520 -0.0640 -0.0792 0.000
H -5.710400 -1.239300 0.241400 -0.1260 -0.0712 -0.0047 0.000
H -4.117600 -1.441800 2.128800 -0.0972 -0.0772 0.1015 0.000
H -2.162500 0.062700 2.239900 -0.1308 -0.1434 -0.1351 0.015
H 4.106400 1.188900 -2.413800 0.0185 0.0352 -0.1918 0.000
H 6.328500 0.416500 -1.734800 0.0787 0.0110 -0.0958 0.000
H 6.613400 -0.866000 0.352800 0.0928 -0.0241 0.0302 0.000
H 4.686800 -1.227900 1.836600 0.0570 -0.0323 0.1187 0.000
H 0.639600 0.519800 4.075400 -0.0095 0.0216 0.1134 -0.002
H 0.825600 2.534100 5.505900 -0.0417 -0.0030 0.0841 0.000
H 2.280500 4.402600 4.808400 0.0192 0.0946 0.0764 0.000
H 3.495800 4.291100 2.666500 0.0554 0.0794 -0.0211 0.000
H 3.328600 2.283900 1.250100 0.0795 0.0234 -0.0444 0.000
H 3.441700 -0.116400 4.143500 0.0094 0.0187 0.0932 0.000
H 4.187000 -1.817200 5.750700 0.0857 0.0244 0.0844 0.000
H 3.605700 -4.191100 5.408100 0.0437 -0.0886 0.1093 0.000
H 2.265400 -4.859200 3.444500 0.0226 -0.1083 -0.0046 0.000
H 1.504600 -3.158200 1.843200 -0.0179 -0.0546 0.0677 0.001
O -0.650100 -1.657800 -0.986900 -0.5281 1.5126 0.9730 0.023
S 0.164000 -2.435700 -2.007000 0.4655 -1.6621 -0.3663 0.013
C -1.091700 -3.285100 -3.038100 0.2297 0.2329 0.2602 0.000
C -1.993700 -4.216300 -2.305700 -0.1045 -0.0950 0.1339 -0.003
C -1.935600 -5.583700 -2.552200 0.0280 0.1652 -0.0370 0.001
C -2.825000 -6.444900 -1.935700 -0.0352 -0.0240 0.0705 0.000
C -3.769000 -5.946200 -1.052600 -0.0148 -0.0488 0.0409 0.001
C -3.816200 -4.587200 -0.783400 -0.0214 0.0155 0.0679 -0.001
C -2.933900 -3.722400 -1.406700 -0.0157 0.1248 0.0053 0.005
C 0.735300 -3.791700 -0.907700 0.0380 0.3597 -0.2777 -0.002
C 1.643200 -4.744900 -1.599400 0.1264 -0.0580 -0.1823 0.003
C 1.353400 -6.100600 -1.666800 -0.0158 0.0517 0.0064 0.000
C 2.228700 -6.963100 -2.305400 0.0183 -0.0443 -0.0055 0.000
C 3.389500 -6.473600 -2.881200 0.0209 -0.0374 0.0108 0.000
C 3.684000 -5.119900 -2.812700 0.0569 0.0021 -0.0394 0.000
C 2.814600 -4.258100 -2.170800 -0.0455 -0.0958 -0.0241 0.001
H -0.514300 -3.796500 -3.807300 0.0718 0.0733 -0.0950 0.000
H -1.645700 -2.455400 -3.482700 0.1530 0.0933 -0.1047 0.001
H -1.204200 -5.964700 -3.247500 0.0874 -0.0890 -0.1341 0.000
H -2.793400 -7.499800 -2.156100 0.0087 -0.1338 -0.0228 0.000
H -4.477200 -6.614400 -0.587600 -0.0706 -0.0739 0.0493 0.000
H -4.562700 -4.195800 -0.106800 -0.0554 0.0286 0.0555 0.000
H -2.980100 -2.659400 -1.209800 -0.0583 0.0485 -0.0200 -0.003
H -0.147100 -4.261300 -0.477100 -0.1138 0.0705 -0.0005 0.006
H 1.278000 -3.233200 -0.137800 -0.1308 0.0269 -0.0638 0.012
H 0.449500 -6.482800 -1.214200 -0.0938 -0.0208 0.0375 0.000
H 2.003700 -8.018000 -2.350100 0.0009 -0.0843 -0.0100 0.000
H 4.071000 -7.150000 -3.373300 0.0591 -0.0481 -0.0633 0.000
H 4.592600 -4.740900 -3.254800 0.0791 0.0297 -0.0390 0.000
H 3.035700 -3.201300 -2.100300 0.1237 0.1176 -0.0173 -0.001
C -2.495000 -3.065600 4.533200 -0.2874 0.2029 0.4635 0.000
N -1.787400 -3.548900 3.364400 -0.1579 -0.3829 0.3909 0.001
C -1.893500 -4.962300 3.070700 -0.1138 -0.5660 -0.2130 0.000
C -1.243000 -2.725200 2.538300 0.5420 0.7053 -0.6737 0.014
N -0.727400 -1.971900 1.823900 -0.1823 0.4715 0.0266 -0.028
H -2.106500 -3.556700 5.426900 0.0253 0.0369 -0.0457 0.000
H -3.560200 -3.292100 4.452000 0.0061 0.0350 -0.0271 0.000
H -2.365200 -1.990200 4.636300 0.0107 -0.0279 -0.0152 0.000
H -1.736000 -5.520900 3.992300 0.0576 -0.0145 -0.0212 0.000
H -1.145400 -5.263700 2.340300 0.0165 0.0542 0.0196 0.000
H -2.885200 -5.204700 2.680000 0.0340 0.0118 0.0102 0.000
C -3.212100 5.528600 -2.902100 -0.0133 0.0349 0.0313 0.000
C -2.707000 4.465100 -3.810000 -0.0016 0.0174 -0.3657 0.001
C -2.712900 4.533600 -5.175900 0.0966 -0.1589 0.1158 0.000
C -2.165000 3.446600 -5.905300 -0.3292 0.3352 0.4536 0.000
N -1.791900 2.341800 -5.304400 0.1883 -0.1063 -0.6713 0.000
C -1.869800 2.230900 -3.984000 -0.0367 0.0267 0.6083 -0.001
S -1.583600 0.791900 -3.204800 0.0168 -0.5779 0.3770 0.000
N -2.232900 3.334500 -3.236100 0.0068 0.0231 -0.4013 0.000
C -2.018600 3.498200 -7.380200 0.0144 0.0876 -0.1599 0.000
H -3.647200 6.340300 -3.475000 -0.0391 0.0574 -0.0030 0.000
H -2.402100 5.922800 -2.289900 -0.0093 0.0303 0.0067 0.000
H -3.970000 5.115000 -2.236000 -0.0505 0.0443 0.0430 0.000
H -3.117900 5.390700 -5.683800 0.0075 0.1737 -0.0151 0.000
H -2.142400 3.278300 -2.226700 0.0425 -0.0114 -0.2413 0.001
H -2.398200 4.432900 -7.784100 0.0277 -0.0153 -0.0975 0.000
H -2.547100 2.656200 -7.823100 -0.0438 -0.0138 -0.0428 0.000
H -0.966000 3.381100 -7.641100 -0.0031 0.0384 -0.0114 0.000